(1)
Molecular formula: C7H8
Method: DFT, ωB97M-V with the def2-TZVPD basis set

Structure (XYZ):
```
15
Properties=species:S:1:pos:R:3:forces:R:3
C 2.99671 0.74690 -0.41273 -0.6041 0.0586 -0.0709
C 1.79754 0.87244 -0.47623 0.4519 -0.1799 0.1120
C 0.32648 0.97978 -0.50384 0.0284 0.0481 -0.0169
C -0.36818 -0.11152 0.34673 0.2374 -0.0509 -0.0668
C -0.09938 -1.53881 -0.14891 -0.0188 -0.1082 -0.0157
C -1.79863 0.17433 0.52381 -0.3712 0.0969 0.0366
C -2.93474 0.43292 0.82578 0.4757 -0.0891 0.2325
H 4.06256 0.63589 -0.37146 -0.3629 0.0612 -0.0126
H -0.03105 0.93417 -1.54284 0.0779 -0.0311 0.2398
H 0.02165 1.95188 -0.10172 0.1288 -0.0547 -0.1383
H 0.01965 -0.02302 1.36467 0.2667 -0.0456 -0.0167
H -0.48045 -1.68717 -1.16601 0.0311 0.0783 0.1647
H 0.97120 -1.79547 -0.14177 -0.3338 0.3073 0.0289
H -0.61683 -2.23504 0.51292 0.0354 -0.0622 -0.1068
H -3.86653 0.66271 1.29159 -0.0424 -0.0288 -0.3697
```
Forces are in eV/Å.

Results
Kohn-Sham gap = 0.40256 Ha
SMILES = C#CC[C@H](C)C#C
Energy above the lowest of the compared OMol25 structures with the same formula, charge and spin = 3.777 eV
Spin multiplicity = 1
HOMO = -0.3658 Ha
Calculated total energy = -7384.970 eV

***

(2)
Molecular formula: C7H8
Method: DFT, ωB97M-V with the def2-TZVPD basis set

Structure (XYZ):
```
15
Properties=species:S:1:pos:R:3:forces:R:3
C 2.18509 -1.12175 0.31240 -0.4619 -0.0270 0.0604
C 1.02113 -0.81268 0.30527 0.5679 -0.1680 -0.0134
C -0.23000 -0.04349 0.07471 0.0753 0.0089 -0.0192
C -1.06761 -0.68095 -1.04868 -0.0353 -0.0352 -0.0852
C -1.08162 0.12111 1.34498 -0.0043 0.0366 0.0661
C 0.39324 1.22347 -0.39093 0.4142 0.3836 -0.2117
C 1.21958 2.01051 -0.77624 -0.4245 -0.1787 0.1335
H 3.24156 -1.26600 0.26492 -0.1961 -0.2711 0.1457
H -0.46358 -0.80270 -1.95100 -0.0891 0.0087 0.1201
H -1.92739 -0.04466 -1.28415 0.1519 -0.0729 0.0678
H -1.43504 -1.66308 -0.73334 0.0823 0.1530 -0.0174
H -1.45824 -0.85452 1.67134 0.1107 0.1389 -0.0864
H -0.50322 0.56131 2.16117 -0.0385 -0.0541 -0.1460
H -1.94197 0.76716 1.13849 0.1744 -0.0880 -0.0135
H 2.04808 2.60626 -1.08894 -0.3272 0.1653 -0.0009
```
Forces are in eV/Å.

Results
Kohn-Sham gap = 0.38040 Ha
SMILES = C#CC(C)(C)C#C
Energy above the lowest of the compared OMol25 structures with the same formula, charge and spin = 4.269 eV
Spin multiplicity = 1
HOMO = -0.3481 Ha
Calculated total energy = -7384.479 eV

***

(3)
Molecular formula: C7H8
Method: DFT, ωB97M-V with the def2-TZVPD basis set

Structure (XYZ):
```
15
Properties=species:S:1:pos:R:3:forces:R:3
C 0.04540 1.58672 0.60362 -0.0321 0.0535 -0.0008
C 0.25289 0.22266 -0.02661 0.0810 -0.0050 0.2563
C 1.67228 -0.31168 0.00489 0.0355 -0.0408 -0.0298
C -0.86418 -0.70097 -0.12290 -0.0962 -0.1108 0.0747
C -1.75452 -1.58582 0.28704 0.0803 0.0944 -0.0891
C -0.50994 -0.01253 -1.35477 -0.2062 0.1271 -0.9619
C -0.65478 0.25323 -2.60109 0.1629 -0.0842 0.7151
H -0.99662 1.90472 0.51996 0.1483 -0.0575 0.0073
H 0.67933 2.32841 0.10702 -0.0834 -0.1150 0.0830
H 0.32025 1.55208 1.66403 -0.0401 -0.0299 -0.1435
H 2.00914 -0.41241 1.04291 -0.0785 0.0129 -0.1287
H 1.73607 -1.28731 -0.48292 -0.0203 0.1390 0.0709
H 2.34462 0.38198 -0.51036 -0.1030 -0.0944 0.0921
H -1.81345 -1.95397 1.30543 0.1391 0.1417 -0.0783
H -2.46651 -1.96511 -0.43626 0.0127 -0.0308 0.1325
```
Forces are in eV/Å.

Results
Kohn-Sham gap = 0.34046 Ha
Energy above the lowest of the compared OMol25 structures with the same formula, charge and spin = 5.606 eV
Spin multiplicity = 1
HOMO = -0.3448 Ha
Calculated total energy = -7383.142 eV

***

(4)
Molecular formula: C7H8
Method: DFT, ωB97M-V with the def2-TZVPD basis set

Structure (XYZ):
```
15
Properties=species:S:1:pos:R:3:forces:R:3
C -2.93093 -1.01346 -0.35879 0.4544 -0.0392 0.0111
C -1.73354 -1.10521 -0.26767 -0.5046 0.0742 -0.0350
C -0.28300 -1.07526 -0.06480 0.0093 -0.0626 0.0284
C 0.19019 0.38873 0.17358 0.0122 0.0760 0.0323
C 0.72124 1.03270 -1.11221 0.0149 0.0333 -0.0916
C 1.19725 0.47401 1.23746 0.3939 0.0456 0.4031
C 2.02507 0.58257 2.10590 -0.3165 -0.0644 -0.3707
H -3.99212 -0.92109 -0.42676 0.1731 -0.0792 -0.0328
H 0.23920 -1.50026 -0.93120 -0.0968 0.0845 0.1313
H -0.02471 -1.70355 0.79416 -0.0841 0.1224 -0.0960
H -0.68650 0.95647 0.50784 0.1649 -0.0619 0.0033
H 1.59645 0.48419 -1.47738 -0.1303 0.0801 0.0523
H -0.04732 1.02705 -1.89216 0.0818 -0.0256 0.1219
H 1.02323 2.06709 -0.92460 -0.0608 -0.1430 -0.0499
H 2.75847 0.68798 2.87354 -0.1116 -0.0402 -0.1077
```
Forces are in eV/Å.

Results
Kohn-Sham gap = 0.40242 Ha
SMILES = C#CC[C@H](C)C#C
Energy above the lowest of the compared OMol25 structures with the same formula, charge and spin = 3.793 eV
Spin multiplicity = 1
HOMO = -0.3643 Ha
Calculated total energy = -7384.954 eV

***

(5)
Molecular formula: C7H8
Method: DFT, ωB97M-V with the def2-TZVPD basis set

Structure (XYZ):
```
15
Properties=species:S:1:pos:R:3:forces:R:3
C 1.16569 -2.09380 0.32088 -0.3381 0.8226 -0.9850
C 0.43527 -0.78308 0.03740 -0.3643 0.0031 1.1812
C -0.94070 -0.77666 -0.19666 0.8779 0.3235 -0.2405
C -1.59798 0.44036 -0.35891 0.5607 -1.0820 -1.0564
C -0.88375 1.61022 -0.21034 -0.7248 1.8586 -0.3854
C 0.46667 1.68886 0.12159 -1.1726 -1.7159 -0.5800
C 1.07846 0.43938 0.23180 1.2800 0.4460 0.2391
H 0.44021 -2.78952 0.72343 0.1873 -0.2187 0.4638
H 1.52734 -2.54643 -0.61011 0.1340 0.1232 0.1328
H 2.00918 -1.87926 0.97429 -0.0766 -0.4216 0.1233
H -1.42113 -1.72948 -0.33659 -0.3887 -0.1144 -0.0679
H -2.52474 0.39970 -0.92655 -0.3370 0.4092 0.7951
H -1.41755 2.53913 -0.45155 0.2262 -0.2784 0.1953
H 0.95740 2.64880 0.13500 0.2577 -0.1157 0.3091
H 2.13802 0.41032 0.49337 -0.1216 -0.0393 -0.1245
```
Forces are in eV/Å.

Results
Kohn-Sham gap = 0.37233 Ha
SMILES = Cc1ccccc1
Energy above the lowest of the compared OMol25 structures with the same formula, charge and spin = 0.338 eV
Spin multiplicity = 1
HOMO = -0.3316 Ha
Calculated total energy = -7388.409 eV

***

(6)
Molecular formula: C7H8
Method: DFT, ωB97M-V with the def2-TZVPD basis set

Structure (XYZ):
```
15
Properties=species:S:1:pos:R:3:forces:R:3
C 1.93283 0.16986 0.23728 2.3233 -0.7401 0.5646
C 2.10249 -1.06210 -0.09536 0.6525 1.6288 0.3806
C 1.17714 1.35756 0.53820 -0.1217 -0.4410 -0.4287
C 0.09508 0.79370 -0.03996 -1.2230 1.5975 0.1376
C 0.59061 -0.55282 -0.42365 -3.4977 -3.8849 2.4423
C -1.21156 1.48151 -0.39876 0.0070 0.4615 0.5243
C -0.37694 -1.98663 0.42734 1.8196 2.4761 -1.6678
H 1.40830 2.35269 0.93944 -0.0184 -0.8239 -0.2116
H 0.29638 -0.91881 -1.35536 0.2169 0.1785 -1.9240
H -1.21382 2.45729 0.24125 -0.5461 -1.8153 -1.1350
H -2.12009 0.80685 -0.26251 1.1062 1.0777 0.0998
H -1.18862 1.78644 -1.47180 -0.0617 -0.2032 0.7175
H -1.31756 -1.50635 0.62562 -0.6419 -0.4871 -0.2736
H 0.07490 -2.36017 1.30893 0.7044 0.4126 1.0903
H -0.24913 -2.81901 -0.27068 -0.7192 0.5627 -0.3163
```
Forces are in eV/Å.

Results
Kohn-Sham gap = 0.34744 Ha
Energy above the lowest of the compared OMol25 structures with the same formula, charge and spin = 7.227 eV
Spin multiplicity = 1
HOMO = -0.3201 Ha
Calculated total energy = -7381.520 eV

***

Which formula does entry 2 have? C7H8

***

Among the records above, which one has the lowest energy above the lowest of the compared OMol25 structures with the same formula, charge and spin? number 5

***

Repeat the first record exactly.
Molecular formula: C7H8
Method: DFT, ωB97M-V with the def2-TZVPD basis set

Structure (XYZ):
```
15
Properties=species:S:1:pos:R:3:forces:R:3
C 2.99671 0.74690 -0.41273 -0.6041 0.0586 -0.0709
C 1.79754 0.87244 -0.47623 0.4519 -0.1799 0.1120
C 0.32648 0.97978 -0.50384 0.0284 0.0481 -0.0169
C -0.36818 -0.11152 0.34673 0.2374 -0.0509 -0.0668
C -0.09938 -1.53881 -0.14891 -0.0188 -0.1082 -0.0157
C -1.79863 0.17433 0.52381 -0.3712 0.0969 0.0366
C -2.93474 0.43292 0.82578 0.4757 -0.0891 0.2325
H 4.06256 0.63589 -0.37146 -0.3629 0.0612 -0.0126
H -0.03105 0.93417 -1.54284 0.0779 -0.0311 0.2398
H 0.02165 1.95188 -0.10172 0.1288 -0.0547 -0.1383
H 0.01965 -0.02302 1.36467 0.2667 -0.0456 -0.0167
H -0.48045 -1.68717 -1.16601 0.0311 0.0783 0.1647
H 0.97120 -1.79547 -0.14177 -0.3338 0.3073 0.0289
H -0.61683 -2.23504 0.51292 0.0354 -0.0622 -0.1068
H -3.86653 0.66271 1.29159 -0.0424 -0.0288 -0.3697
```
Forces are in eV/Å.

Results
Kohn-Sham gap = 0.40256 Ha
SMILES = C#CC[C@H](C)C#C
Energy above the lowest of the compared OMol25 structures with the same formula, charge and spin = 3.777 eV
Spin multiplicity = 1
HOMO = -0.3658 Ha
Calculated total energy = -7384.970 eV